{"formula": "C26H49As3AuBN6", "method": "wB97M-V/def2-TZVPD", "lumo_ev": [-4.49, -9.37], "e_homo_ev": [-12.5, -13.0], "homo_lumo_gap_ha": [0.2959, 0.1332], "total_charge": 2, "spin_multiplicity": 3, "e_tot_ha": -8216.00639, "elements": ["Au", "C", "C", "C", "C", "C", "N", "N", "B", "N", "N", "C", "C", "C", "C", "C", "N", "N", "C", "C", "C", "C", "C", "H", "H", "H", "H", "H", "H", "H", "H", "H", "H", "H", "H", "H", "H", "H", "H", "H", "H", "H", "H", "H", "H", "C", "As", "C", "C", "C", "C", "C", "As", "C", "C", "C", "As", "C", "C", "H", "H", "H", "H", "H", "H", "H", "H", "H", "H", "H", "H", "H", "H", "H", "H", "H", "H", "H", "H", "H", "H", "H", "H", "H", "H", "H"], "coordinates": [[-0.33, -0.21, 0.23], [-3.05, 1.45, -1.40], [-1.68, 2.00, -1.64], [-1.30, 3.06, -2.46], [0.06, 3.26, -2.22], [0.96, 4.27, -2.83], [0.45, 2.34, -1.32], [-0.60, 1.57, -0.98], [1.78, 2.21, -0.55], [1.46, 2.24, 0.97], [0.62, 1.36, 1.55], [0.64, 1.56, 2.87], [-0.18, 0.75, 3.81], [1.51, 2.62, 3.15], [2.02, 3.02, 1.92], [2.99, 4.11, 1.65], [2.49, 0.85, -0.85], [2.05, -0.25, -0.21], [3.00, -1.18, -0.31], [2.86, -2.49, 0.39], [4.08, -0.66, -1.06], [3.72, 0.64, -1.37], [4.48, 1.65, -2.15], [-3.75, 1.82, -2.15], [-3.41, 1.77, -0.42], [-3.05, 0.36, -1.41], [-1.94, 3.64, -3.11], [0.37, 5.04, -3.32], [1.61, 3.81, -3.57], [1.59, 4.75, -2.08], [2.51, 3.10, -0.84], [-0.69, -0.04, 3.27], [-0.93, 1.37, 4.31], [0.45, 0.31, 4.58], [1.75, 3.04, 4.11], [3.28, 4.58, 2.59], [2.56, 4.88, 1.01], [3.89, 3.74, 1.16], [1.90, -2.52, 0.89], [3.65, -2.60, 1.13], [2.95, -3.33, -0.30], [4.99, -1.16, -1.32], [5.42, 1.22, -2.49], [4.70, 2.53, -1.55], [3.91, 1.98, -3.02], [-2.25, -1.75, -3.49], [-0.88, -1.40, -2.12], [0.47, -0.65, -3.28], [-0.05, -3.14, -1.72], [-0.91, -4.17, -0.98], [-1.79, -4.95, -1.97], [-1.85, -3.50, 0.04], [-1.15, -2.22, 1.36], [-0.45, -3.30, 2.83], [-2.87, -1.73, 2.11], [0.00, -5.17, -0.24], [1.01, -6.45, -1.38], [1.43, -7.87, -0.12], [2.77, -5.68, -1.75], [-3.20, -2.07, -3.07], [-1.88, -2.50, -4.19], [-2.40, -0.81, -4.03], [0.68, -1.34, -4.10], [1.39, -0.45, -2.73], [0.10, 0.29, -3.70], [0.80, -2.84, -1.10], [0.35, -3.57, -2.65], [-2.58, -4.32, -2.37], [-2.27, -5.80, -1.48], [-1.20, -5.32, -2.80], [-2.41, -4.26, 0.60], [-2.59, -2.91, -0.50], [-1.07, -4.19, 2.94], [-0.52, -2.70, 3.74], [0.60, -3.58, 2.69], [-3.41, -2.62, 2.43], [-3.45, -1.20, 1.36], [-2.73, -1.07, 2.97], [-0.61, -5.82, 0.40], [0.75, -4.67, 0.37], [0.52, -8.32, 0.28], [2.02, -7.42, 0.69], [2.02, -8.65, -0.60], [2.69, -4.74, -2.28], [3.34, -6.38, -2.34], [3.27, -5.54, -0.79]]}

{"formula": "C26H49BN2O5PS3", "method": "wB97M-V/def2-TZVPD", "lumo_ev": -4.22, "e_homo_ev": -11.6, "homo_lumo_gap_ha": 0.2715, "total_charge": 1, "e_tot_ha": -3066.40826, "elements": ["C", "C", "C", "C", "C", "C", "C", "C", "C", "C", "C", "C", "C", "C", "N", "C", "C", "C", "O", "C", "P", "O", "O", "S", "C", "S", "C", "N", "C", "S", "C", "B", "O", "C", "C", "H", "H", "H", "H", "H", "H", "H", "H", "H", "H", "H", "H", "H", "H", "H", "H", "H", "H", "H", "H", "H", "H", "H", "H", "H", "H", "H", "H", "H", "H", "H", "H", "H", "H", "H", "H", "H", "H", "H", "H", "H", "H", "H", "C", "C", "O", "H", "H", "H", "H", "H", "H"], "coordinates": [[7.79, -4.41, -0.04], [8.22, -3.03, -0.58], [7.64, -1.84, 0.22], [6.37, -1.29, -0.44], [5.71, -0.17, 0.38], [4.85, 0.80, -0.48], [3.35, 0.83, -0.09], [2.43, 0.96, -1.31], [0.93, 0.93, -0.92], [0.14, 2.16, -1.41], [-1.26, 1.82, -1.94], [-2.07, 0.94, -0.96], [-3.37, 1.61, -0.49], [-4.29, 0.72, 0.39], [-3.76, -0.63, 0.61], [-2.99, -0.91, 1.69], [-2.62, 0.17, 2.69], [-1.12, 0.60, 2.52], [-0.96, 1.92, 2.05], [-2.50, -2.21, 1.91], [-1.51, -2.80, 3.35], [-0.12, -3.34, 2.72], [-1.04, -1.66, 4.38], [-2.40, -4.22, 4.30], [-2.79, -3.22, 0.95], [-2.23, -4.90, 1.06], [-3.58, -2.86, -0.17], [-3.89, -3.82, -1.18], [-3.06, -3.92, -2.08], [-2.17, -4.01, -3.35], [-4.04, -1.57, -0.31], [-4.90, -1.31, -1.65], [-4.37, -0.49, -2.59], [-6.32, -1.97, -1.88], [-7.44, -0.97, -1.47], [8.57, -5.16, -0.21], [6.90, -4.78, -0.55], [7.59, -4.38, 1.03], [9.31, -3.01, -0.58], [7.92, -2.98, -1.63], [8.41, -1.07, 0.26], [7.45, -2.18, 1.24], [6.64, -0.88, -1.42], [5.66, -2.12, -0.52], [5.10, -0.58, 1.19], [6.50, 0.42, 0.85], [4.97, 0.55, -1.53], [5.23, 1.81, -0.35], [3.18, 1.71, 0.53], [3.12, -0.07, 0.49], [2.66, 0.11, -1.96], [2.69, 1.90, -1.81], [0.47, -0.01, -1.22], [0.92, 0.94, 0.18], [0.04, 2.92, -0.64], [0.70, 2.63, -2.22], [-1.85, 2.70, -2.19], [-1.13, 1.26, -2.87], [-1.46, 0.70, -0.09], [-2.26, -0.02, -1.45], [-3.12, 2.51, 0.08], [-3.94, 1.97, -1.34], [-5.27, 0.66, -0.07], [-4.49, 1.20, 1.34], [-3.18, 1.10, 2.58], [-2.81, -0.16, 3.71], [-0.59, 0.54, 3.46], [-0.62, -0.12, 1.84], [-1.65, 2.14, 1.43], [0.34, -2.57, 2.33], [-1.79, -1.46, 4.95], [-1.46, -4.97, -0.05], [-4.74, -0.70, -3.45], [-6.42, -2.13, -2.97], [-6.44, -2.94, -1.40], [-8.17, -1.44, -0.81], [-7.03, -0.12, -0.92], [-7.97, -0.57, -2.32], [-0.38, 7.19, 0.69], [0.43, 6.06, 0.07], [-0.34, 5.32, -0.87], [-1.27, 6.79, 1.19], [0.21, 7.74, 1.42], [-0.72, 7.89, -0.08], [0.75, 5.36, 0.84], [1.32, 6.46, -0.42], [-0.62, 5.93, -1.56]]}

{"formula": "C26H49GaN6OPS2", "method": "wB97M-V/def2-TZVPD", "lumo_ev": 2.19, "e_homo_ev": -3.5, "homo_lumo_gap_ha": 0.2088, "total_charge": -1, "e_tot_ha": -4486.28101, "elements": ["C", "C", "C", "C", "Ga", "C", "C", "C", "C", "S", "C", "N", "N", "C", "O", "P", "S", "H", "H", "H", "H", "H", "H", "H", "H", "H", "H", "H", "H", "H", "H", "H", "H", "H", "H", "H", "H", "H", "C", "C", "C", "C", "N", "H", "H", "H", "H", "H", "H", "H", "C", "C", "C", "C", "N", "H", "H", "H", "H", "H", "H", "H", "C", "C", "C", "C", "N", "H", "H", "H", "H", "H", "H", "H", "C", "C", "C", "C", "N", "H", "H", "H", "H", "H", "H", "H"], "coordinates": [[3.93, -4.11, -0.22], [4.13, -2.55, -0.11], [5.71, -2.30, -0.10], [3.50, -2.09, 1.28], [1.60, -1.32, 0.88], [0.29, -1.59, 2.44], [-0.28, -3.07, 2.60], [-1.25, -3.37, 1.36], [-0.52, -4.13, 0.18], [-1.20, -3.84, -1.51], [-2.35, -2.47, -1.50], [-2.34, -1.29, -2.15], [-3.46, -0.64, -1.73], [-4.11, -1.42, -0.87], [-3.47, -2.62, -0.68], [1.88, 1.02, 0.46], [1.24, 1.42, -1.35], [4.54, -4.62, 0.56], [4.20, -4.46, -1.25], [2.85, -4.32, 0.02], [3.63, -2.06, -0.98], [6.20, -3.29, 0.09], [6.06, -1.91, -1.09], [6.00, -1.63, 0.76], [4.11, -1.20, 1.59], [3.49, -2.90, 2.04], [1.13, -1.96, -0.51], [0.85, -1.34, 3.39], [-0.55, -0.85, 2.34], [0.52, -3.84, 2.70], [-0.96, -3.02, 3.49], [-1.70, -2.39, 1.09], [-2.06, -4.06, 1.73], [0.59, -3.97, 0.24], [-0.66, -5.23, 0.39], [-5.05, -1.24, -0.31], [3.30, 1.27, 0.58], [1.28, 1.82, 1.48], [1.77, 4.52, 2.99], [2.01, 5.19, 4.34], [3.43, 4.99, 4.86], [3.72, 3.54, 5.04], [3.94, 2.42, 5.18], [1.89, 3.44, 3.04], [0.75, 4.72, 2.64], [2.46, 4.91, 2.23], [1.29, 4.79, 5.06], [1.81, 6.26, 4.25], [3.56, 5.49, 5.82], [4.16, 5.41, 4.16], [-4.17, -4.85, 6.58], [-4.86, -5.40, 5.35], [-3.99, -5.31, 4.09], [-3.66, -3.90, 3.80], [-3.39, -2.81, 3.57], [-3.94, -3.79, 6.48], [-4.81, -4.96, 7.46], [-3.23, -5.38, 6.78], [-5.80, -4.86, 5.19], [-5.13, -6.45, 5.52], [-4.53, -5.73, 3.23], [-3.07, -5.88, 4.22], [-2.83, 1.81, -4.14], [-3.53, 1.21, -5.35], [-2.69, 1.30, -6.63], [-2.40, 2.72, -6.95], [-2.16, 3.81, -7.20], [-2.63, 2.87, -4.27], [-3.45, 1.70, -3.25], [-1.88, 1.30, -3.95], [-4.48, 1.73, -5.50], [-3.77, 0.16, -5.15], [-3.23, 0.85, -7.47], [-1.75, 0.76, -6.50], [0.75, 4.94, -6.30], [0.58, 6.25, -5.56], [1.73, 6.54, -4.60], [1.80, 5.46, -3.58], [1.86, 4.61, -2.82], [0.77, 4.09, -5.61], [-0.07, 4.78, -6.99], [1.68, 4.93, -6.88], [-0.37, 6.23, -5.01], [0.50, 7.07, -6.29], [1.57, 7.50, -4.09], [2.68, 6.60, -5.14]]}

{"formula": "C26H49N3O11SSi", "method": "wB97M-V/def2-TZVPD", "lumo_ev": -1.25, "e_homo_ev": -8.1, "homo_lumo_gap_ha": 0.2537, "total_charge": 0, "smiles": "C[Si](C)(C)OCCc1ccc(-c2ccncc2)c2nsnc12.OCCO.OCCO.OCCO.OCCO.OCCO", "e_tot_ha": -2699.35104, "elements": ["C", "Si", "C", "C", "O", "C", "C", "C", "C", "C", "C", "C", "C", "C", "N", "C", "C", "C", "N", "S", "N", "C", "H", "H", "H", "H", "H", "H", "H", "H", "H", "H", "H", "H", "H", "H", "H", "H", "H", "H", "H", "O", "C", "C", "O", "H", "H", "H", "H", "H", "H", "O", "C", "C", "O", "H", "H", "H", "H", "H", "H", "O", "C", "C", "O", "H", "H", "H", "H", "H", "H", "O", "C", "C", "O", "H", "H", "H", "H", "H", "H", "O", "C", "C", "O", "H", "H", "H", "H", "H", "H"], "coordinates": [[-1.92, 1.05, 2.56], [-2.91, 1.20, 0.91], [-1.57, 1.43, -0.48], [-3.98, 2.82, 0.83], [-3.79, -0.23, 0.47], [-4.33, -0.94, 1.61], [-3.65, -2.39, 1.65], [-2.08, -2.39, 1.90], [-1.00, -1.98, 0.86], [0.55, -1.99, 1.12], [1.11, -2.49, 2.50], [2.68, -2.51, 2.64], [3.54, -3.73, 3.11], [5.08, -3.54, 3.13], [5.82, -2.37, 2.79], [5.02, -1.27, 2.35], [3.47, -1.20, 2.25], [0.07, -2.92, 3.58], [0.47, -3.37, 4.91], [-1.07, -3.71, 5.62], [-2.28, -3.34, 4.46], [-1.51, -2.87, 3.31], [-1.57, 2.12, 2.82], [-2.59, 0.71, 3.43], [-0.98, 0.40, 2.48], [-1.43, 2.53, -0.75], [-1.88, 0.77, -1.37], [-0.60, 0.94, -0.07], [-4.43, 2.93, -0.23], [-4.77, 2.88, 1.66], [-3.21, 3.68, 0.96], [-4.31, -0.37, 2.60], [-5.46, -1.12, 1.38], [-3.83, -2.86, 0.60], [-4.17, -3.11, 2.39], [-1.39, -1.63, -0.16], [1.31, -1.64, 0.32], [3.02, -4.72, 3.40], [5.69, -4.46, 3.46], [5.59, -0.30, 2.07], [2.97, -0.24, 1.89], [8.30, 1.79, -1.71], [8.53, 0.69, -0.83], [8.18, 1.11, 0.59], [6.82, 1.53, 0.65], [8.97, 2.46, -1.52], [7.88, -0.13, -1.16], [9.57, 0.38, -0.91], [8.32, 0.28, 1.29], [8.80, 1.96, 0.91], [6.65, 2.00, -0.18], [10.57, 6.88, -1.02], [10.56, 6.39, 0.33], [9.55, 5.25, 0.43], [9.90, 4.21, -0.48], [9.73, 7.33, -1.17], [11.56, 6.03, 0.55], [10.31, 7.21, 1.01], [9.54, 4.83, 1.44], [8.55, 5.59, 0.17], [10.23, 4.66, -1.28], [-5.44, -7.29, 0.30], [-4.18, -7.19, 0.96], [-3.28, -6.24, 0.18], [-3.90, -4.97, 0.06], [-5.30, -7.78, -0.52], [-4.37, -6.79, 1.96], [-3.73, -8.18, 1.05], [-2.31, -6.12, 0.67], [-3.12, -6.62, -0.84], [-4.85, -5.14, -0.05], [-5.73, -1.68, -2.02], [-5.62, -1.40, -3.42], [-5.79, 0.10, -3.65], [-4.80, 0.81, -2.90], [-6.65, -1.53, -1.77], [-4.62, -1.72, -3.73], [-6.37, -1.97, -3.96], [-5.68, 0.35, -4.70], [-6.77, 0.43, -3.30], [-4.70, 0.33, -2.06], [-5.62, 3.82, -3.43], [-5.68, 4.82, -4.45], [-6.34, 4.23, -5.69], [-7.65, 3.76, -5.36], [-4.98, 3.15, -3.71], [-6.27, 5.65, -4.05], [-4.67, 5.17, -4.67], [-6.43, 4.98, -6.48], [-5.77, 3.38, -6.06], [-7.58, 3.39, -4.46]]}

{"formula": "C26H50BFN6O12P", "method": "wB97M-V/def2-TZVPD", "lumo_ev": -2.89, "e_homo_ev": -11.2, "homo_lumo_gap_ha": 0.3068, "total_charge": 1, "e_tot_ha": -2718.13368, "elements": ["C", "C", "O", "P", "O", "C", "C", "C", "C", "C", "B", "O", "O", "C", "O", "C", "C", "N", "C", "C", "C", "O", "N", "C", "N", "N", "C", "C", "O", "C", "C", "O", "N", "C", "O", "N", "C", "O", "F", "O", "C", "C", "H", "H", "H", "H", "H", "H", "H", "H", "H", "H", "H", "H", "H", "H", "H", "H", "H", "H", "H", "H", "H", "H", "H", "H", "H", "H", "H", "H", "H", "H", "H", "H", "H", "H", "H", "H", "H", "H", "H", "H", "H", "H", "C", "C", "C", "O", "C", "H", "H", "H", "H", "H", "H", "H", "H"], "coordinates": [[1.38, 7.59, 2.53], [1.90, 6.16, 2.61], [0.94, 5.29, 1.96], [1.42, 3.81, 1.64], [2.30, 3.21, 2.66], [2.16, 3.88, 0.00], [3.19, 2.74, -0.23], [2.71, 1.68, -1.22], [1.66, 0.72, -0.63], [0.42, 0.62, -1.53], [0.83, 0.19, -3.03], [1.00, -1.11, -3.42], [1.05, 1.17, -3.97], [-0.58, -0.38, -0.90], [-1.73, 0.20, -0.39], [-2.61, 0.71, -1.41], [-2.85, 2.19, -1.18], [-3.33, 2.81, -2.40], [-2.28, 3.17, -3.33], [-1.28, 4.22, -2.84], [-0.49, 4.83, -4.01], [-2.04, 5.20, -2.12], [0.03, -1.05, 0.28], [1.29, -1.47, 0.18], [1.69, -2.61, 0.73], [0.76, -3.44, 1.37], [1.08, -4.81, 1.08], [0.14, -5.80, 1.68], [2.03, -5.06, 0.38], [0.65, -3.07, 2.82], [1.68, -3.61, 3.75], [-0.22, -2.31, 3.11], [2.20, -0.68, -0.48], [3.53, -0.72, 0.13], [3.78, -0.15, 1.13], [4.48, -1.51, -0.60], [5.35, -0.73, -1.42], [6.29, -0.13, -1.06], [4.94, -0.78, -2.68], [0.05, 3.04, 1.42], [-0.51, 2.43, 2.61], [-1.99, 2.15, 2.39], [1.56, 8.11, 3.46], [0.30, 7.54, 2.38], [1.82, 8.13, 1.70], [2.05, 5.84, 3.63], [2.86, 6.06, 2.09], [1.38, 3.86, -0.76], [2.67, 4.84, -0.07], [4.12, 3.18, -0.58], [3.41, 2.30, 0.74], [3.56, 1.15, -1.64], [2.25, 2.20, -2.06], [1.37, 1.07, 0.36], [-0.03, 1.61, -1.56], [1.12, -1.74, -2.71], [0.32, 1.33, -4.57], [-0.88, -1.16, -1.61], [-2.20, 0.54, -2.41], [-3.55, 0.17, -1.35], [-1.94, 2.64, -0.76], [-3.62, 2.29, -0.42], [-3.86, 3.64, -2.18], [-1.73, 2.27, -3.60], [-2.76, 3.55, -4.24], [-0.55, 3.77, -2.16], [-0.74, 4.32, -4.94], [-0.79, 5.87, -4.13], [0.58, 4.75, -3.87], [-1.45, 5.67, -1.53], [-0.59, -1.79, 0.62], [2.65, -2.93, 0.72], [-0.28, -6.42, 0.89], [0.65, -6.42, 2.41], [-0.69, -5.30, 2.18], [1.82, -4.68, 3.66], [2.63, -3.09, 3.56], [1.36, -3.36, 4.75], [3.98, -2.15, -1.20], [0.02, 1.51, 2.82], [-0.39, 3.11, 3.45], [-2.37, 2.73, 1.55], [-2.19, 1.11, 2.18], [-2.57, 2.43, 3.27], [-4.43, -7.10, -0.35], [-4.77, -7.58, 1.06], [-3.52, -8.37, 1.42], [-2.43, -7.74, 0.74], [-2.94, -6.81, -0.22], [-5.00, -6.22, -0.66], [-4.60, -7.89, -1.07], [-4.88, -6.73, 1.74], [-5.67, -8.18, 1.11], [-3.59, -9.41, 1.08], [-3.31, -8.38, 2.49], [-2.76, -5.79, 0.15], [-2.40, -6.94, -1.16]]}